Model 1:
A cluster of 14 separate species, C28H84O14 in total. Source: the Open Molecules 2025 dataset; level of theory: wB97M-V/def2-TZVPD.

HOMO energy in eV: -9.56

The geometry in ORCA input format:
```
! RIJCOSX wB97M-V def2-TZVPD def2/J DEFGRID3
* xyz 0 1
C 3.1367 -3.3118 -1.4402
C 4.5343 -3.8167 -1.0272
O 5.1769 -4.4839 -2.0918
H 2.4708 -4.1328 -1.7042
H 3.3228 -2.7118 -2.3362
H 2.6701 -2.6966 -0.6739
H 4.3678 -4.5045 -0.1903
H 5.1530 -2.9715 -0.7395
H 4.5680 -5.0622 -2.5572
C -3.4191 -2.3565 0.6640
C -2.7235 -3.6920 0.5379
O -1.8620 -3.7507 -0.6139
H -3.8858 -2.1581 1.6279
H -4.2318 -2.3155 -0.0632
H -2.6903 -1.5775 0.4320
H -3.4056 -4.5419 0.3899
H -2.1438 -4.0834 1.3842
H -0.9722 -3.9994 -0.3436
C -3.1991 0.9805 2.4692
C -4.5685 1.4574 2.0398
O -5.3992 0.3653 1.6661
H -3.3499 0.2860 3.3067
H -2.6466 1.8110 2.9086
H -2.6404 0.4135 1.7252
H -4.4342 2.1417 1.2023
H -4.9849 1.9948 2.8959
H -6.3171 0.6146 1.8065
C -4.1233 -0.0708 -3.2304
C -4.3496 0.4225 -1.8285
O -5.6481 0.0128 -1.4236
H -3.1226 0.2474 -3.5560
H -4.7805 0.3719 -3.9781
H -4.0533 -1.1544 -3.3074
H -4.2983 1.5108 -1.6968
H -3.5626 -0.0033 -1.1908
H -5.7765 0.0162 -0.4709
C -1.5393 4.1352 -4.1239
C -0.3601 4.3217 -3.1888
O 0.4196 5.4284 -3.6665
H -2.3928 4.6863 -3.7041
H -1.9425 3.1156 -4.0781
H -1.5085 4.4086 -5.1742
H 0.2244 3.3969 -3.1896
H -0.6607 4.5259 -2.1564
H 1.3399 5.2077 -3.4858
C 5.4614 0.4851 -0.1685
C 4.9778 1.7571 0.5478
O 3.6178 1.7022 0.9623
H 6.4763 0.5969 -0.5368
H 4.7880 0.2748 -1.0027
H 5.3074 -0.3362 0.5342
H 5.1356 2.5943 -0.1287
H 5.5302 1.8473 1.4859
H 3.5686 1.2268 1.7957
C -0.5185 0.9793 -0.8766
C 0.2186 -0.0157 0.0256
O 0.4961 0.6429 1.2691
H -1.5722 0.9958 -0.5937
H -0.3926 0.6536 -1.9104
H -0.1382 1.9967 -0.7881
H 1.1118 -0.3414 -0.5088
H -0.4327 -0.8739 0.1884
H 1.4169 0.8132 1.4748
C -4.0943 5.0653 -0.1066
C -2.8870 4.2333 0.3189
O -2.2348 4.7791 1.4590
H -4.9387 4.9662 0.5755
H -4.3739 4.7318 -1.1067
H -3.8302 6.1206 -0.1545
H -2.1820 4.2547 -0.5250
H -3.0923 3.1665 0.4253
H -1.3996 4.2848 1.4782
C 0.3537 3.8966 3.8801
C 1.3342 3.8805 2.7254
O 0.4939 3.8986 1.5335
H 0.0979 4.9018 4.2148
H 0.8669 3.4374 4.7379
H -0.5647 3.3194 3.8053
H 1.9034 2.9468 2.6561
H 2.0645 4.6896 2.6770
H 1.1432 3.9542 0.8192
C 0.1935 -2.4267 -4.4660
C -1.1247 -2.2938 -3.7394
O -0.8584 -1.7852 -2.4307
H 0.0801 -3.0155 -5.3780
H 1.0302 -2.7545 -3.8489
H 0.5301 -1.4210 -4.7468
H -1.6605 -3.2450 -3.6589
H -1.7725 -1.6070 -4.2934
H -1.2916 -2.3698 -1.7881
C 0.9423 -6.0630 0.5736
C 1.0904 -4.9266 1.5765
O 0.7712 -3.7044 0.9447
H 1.3547 -7.0273 0.8706
H 1.4080 -5.8125 -0.3808
H -0.1225 -6.2350 0.3867
H 2.1427 -4.8739 1.8778
H 0.4692 -5.1393 2.4490
H 0.3562 -3.0576 1.5504
C 3.0405 -1.5373 3.5102
C 2.5531 -0.1978 4.0751
O 3.5399 0.8157 3.8605
H 3.3921 -2.1651 4.3314
H 3.9038 -1.5289 2.8418
H 2.2379 -2.0349 2.9638
H 2.4348 -0.3741 5.1495
H 1.5815 0.1103 3.6763
H 3.6065 1.3313 4.6688
C -0.8066 -3.2704 4.5620
C -1.0054 -1.9383 3.9038
O -0.3006 -1.8889 2.6590
H -1.2834 -4.0561 3.9566
H -1.4596 -3.4412 5.4255
H 0.2168 -3.5511 4.7941
H -0.6276 -1.1016 4.5060
H -2.0662 -1.7491 3.6976
H -0.2854 -0.9717 2.3519
C 2.1554 1.4954 -3.6655
C 3.5777 1.5114 -4.1435
O 3.8988 2.8255 -4.6343
H 1.5034 2.0036 -4.3756
H 1.9971 1.9254 -2.6722
H 1.8164 0.4665 -3.5011
H 3.7583 0.7483 -4.9026
H 4.2320 1.2723 -3.3006
H 4.7466 3.0553 -4.2453
*
```

Model 2:
A cluster of 14 separate species, C28H84O14 in total. Source: the Open Molecules 2025 dataset; level of theory: wB97M-V/def2-TZVPD.

HOMO energy in eV: -9.09

The geometry in ORCA input format:
```
! RIJCOSX wB97M-V def2-TZVPD def2/J DEFGRID3
* xyz 0 1
C -2.9583 -3.0458 0.2299
C -4.4165 -3.4021 0.1018
O -5.1572 -2.3619 0.7326
H -2.3269 -3.8404 -0.1677
H -2.6895 -2.8369 1.2653
H -2.7161 -2.1432 -0.3311
H -4.6025 -4.3863 0.5319
H -4.7459 -3.4244 -0.9371
H -6.1073 -2.4743 0.6531
C -4.2097 -0.3399 4.8988
C -4.6794 -0.4236 3.4114
O -3.5368 -0.8019 2.6545
H -4.0986 -1.3314 5.3376
H -4.9020 0.2649 5.4845
H -3.2822 0.2271 4.9780
H -4.9586 0.5650 3.0470
H -5.5097 -1.0851 3.1644
H -3.7982 -1.3317 1.8979
C 0.6949 -4.4622 1.7892
C 1.6588 -4.7177 2.9479
O 1.7018 -3.6742 3.8020
H 0.9989 -3.6099 1.1814
H -0.3443 -4.2770 2.0614
H 0.5748 -5.2995 1.1017
H 2.6947 -4.8754 2.6477
H 1.3313 -5.5756 3.5350
H 2.2666 -3.0204 3.3835
C 0.3178 -2.8131 -3.0243
C 0.4629 -3.6790 -1.7364
O 0.7893 -4.9563 -2.2816
H 0.0736 -1.7910 -2.7348
H -0.3648 -3.2087 -3.7764
H 1.3010 -2.7141 -3.4842
H -0.4205 -3.7419 -1.1010
H 1.2747 -3.3247 -1.1011
H -0.0208 -5.2365 -2.7139
C -3.6165 4.2031 -2.8140
C -2.7383 4.0885 -1.5982
O -2.2508 2.8258 -1.4037
H -3.8356 5.2508 -3.0200
H -4.5701 3.6795 -2.7457
H -3.1429 3.7929 -3.7060
H -3.3089 4.3430 -0.7050
H -1.9304 4.8202 -1.5945
H -2.1380 2.7376 -0.4544
C 1.9940 3.4837 2.4318
C 3.0285 3.7481 1.3261
O 4.2776 3.9694 1.8949
H 0.9917 3.2609 2.0658
H 1.9815 4.4068 3.0113
H 2.3528 2.7608 3.1644
H 2.7531 4.6244 0.7393
H 3.0342 2.9047 0.6356
H 4.9621 4.1941 1.2605
C 3.6534 -1.8551 -1.6226
C 4.3451 -2.6967 -2.6978
O 5.2387 -3.6411 -2.0397
H 2.9584 -1.1157 -2.0206
H 4.3992 -1.3381 -1.0188
H 3.1624 -2.5290 -0.9205
H 4.8832 -2.0928 -3.4285
H 3.5817 -3.2527 -3.2420
H 5.6389 -4.1859 -2.7214
C 2.7911 -0.4681 -5.9475
C 1.6437 0.3775 -5.3582
O 1.6693 0.3857 -3.9134
H 3.7828 -0.1733 -5.6044
H 2.7854 -0.4023 -7.0355
H 2.5423 -1.5145 -5.7710
H 0.7175 -0.1080 -5.6657
H 1.6541 1.3799 -5.7864
H 0.7916 0.6869 -3.6673
C 0.3143 0.6958 0.1479
C -0.7411 -0.1382 0.8391
O -1.1458 0.4831 2.0472
H -0.0638 1.6739 -0.1495
H 0.6872 0.1797 -0.7367
H 1.1756 0.9306 0.7733
H -0.4052 -1.1396 1.1081
H -1.5536 -0.2898 0.1285
H -1.9095 0.0561 2.4423
C 1.0135 4.0312 -2.6474
C 1.0011 4.3415 -4.1166
O 1.8231 5.4592 -4.2668
H 2.0068 3.8522 -2.2357
H 0.4737 3.1289 -2.3601
H 0.6628 4.8625 -2.0358
H 0.0072 4.5853 -4.4920
H 1.4027 3.5589 -4.7603
H 2.7299 5.1779 -4.4084
C 4.7808 -0.1409 2.1330
C 3.3804 -0.6610 1.8947
O 3.2542 -2.0001 2.3698
H 5.0306 -0.3770 3.1673
H 4.8075 0.9270 1.9166
H 5.5360 -0.6492 1.5335
H 3.1401 -0.5941 0.8336
H 2.6523 -0.0637 2.4436
H 3.8868 -2.4779 1.8283
C 0.1287 -0.6160 4.9463
C -0.8443 -1.8127 5.0967
O -0.1272 -2.9103 5.5823
H 0.8977 -0.5195 5.7127
H -0.4692 0.2940 4.8968
H 0.6474 -0.6160 3.9876
H -1.3709 -2.0788 4.1802
H -1.5385 -1.4828 5.8695
H 0.5809 -3.0337 4.9459
C -1.3338 3.6657 3.7725
C -2.5386 3.5305 2.8396
O -2.0296 3.1040 1.5637
H -0.8050 2.7142 3.8283
H -1.7197 3.8113 4.7815
H -0.6300 4.4471 3.4856
H -3.0398 4.4751 2.6282
H -3.2987 2.8425 3.2098
H -1.4641 2.3452 1.7249
C -2.6997 -0.4473 -3.7327
C -1.8273 0.7762 -4.1611
O -0.8364 1.0818 -3.1743
H -2.0826 -1.2899 -3.4208
H -3.3624 -0.7734 -4.5343
H -3.3491 -0.1377 -2.9137
H -2.4745 1.6410 -4.3073
H -1.3975 0.5848 -5.1443
H -1.3422 1.5913 -2.5369
*
```

Model 3:
A cluster of 14 separate species, C28H84O14 in total. Source: the Open Molecules 2025 dataset; level of theory: wB97M-V/def2-TZVPD.

HOMO energy in eV: -9.65

The geometry in ORCA input format:
```
! RIJCOSX wB97M-V def2-TZVPD def2/J DEFGRID3
* xyz 0 1
C 12.2811 8.9708 12.4338
C 11.1569 9.9233 11.9995
O 10.4644 9.1467 11.0714
H 12.7203 8.3889 11.6235
H 11.7927 8.2927 13.1336
H 13.1837 9.4734 12.7812
H 11.4517 10.8122 11.4417
H 10.4998 10.1478 12.8397
H 9.5755 9.0309 11.4150
C 6.5091 11.6166 7.6550
C 5.2297 12.5260 7.5843
O 4.9671 12.8069 9.0041
H 6.4484 10.7659 8.3338
H 7.3946 12.1060 8.0606
H 6.7679 11.2228 6.6721
H 4.3362 12.1060 7.1223
H 5.4839 13.5061 7.1807
H 4.2705 13.4674 9.0026
C 12.6153 11.9649 4.4823
C 11.1536 12.2214 4.8302
O 11.0619 13.6360 4.8536
H 12.8228 11.7611 3.4318
H 13.0204 11.1478 5.0794
H 13.3419 12.7341 4.7439
H 10.9556 11.8218 5.8248
H 10.5039 11.6543 4.1637
H 11.1303 13.9387 5.7620
C 6.6305 16.2495 7.7939
C 7.4213 17.2326 6.9604
O 8.7395 16.7640 6.8780
H 6.1299 15.4841 7.2008
H 5.7733 16.7753 8.2145
H 7.2171 15.8393 8.6159
H 7.3005 18.2281 7.3875
H 7.0437 17.2366 5.9378
H 9.0000 16.4131 6.0232
C 12.9138 16.8584 3.9435
C 11.7234 16.8225 3.0005
O 10.5703 16.3897 3.7684
H 12.9869 15.9749 4.5777
H 12.8791 17.6539 4.6878
H 13.8071 16.8901 3.3196
H 11.9219 16.1493 2.1665
H 11.6556 17.7938 2.5106
H 10.5503 15.4323 3.8357
C 11.5117 13.7059 9.3621
C 10.5054 13.6248 8.2108
O 10.7825 14.6790 7.2651
H 11.3667 14.7188 9.7380
H 12.5259 13.5523 8.9937
H 11.1657 12.9716 10.0896
H 9.5267 13.5734 8.6880
H 10.5206 12.7070 7.6229
H 10.3995 15.5351 7.4698
C 8.6030 20.8709 6.2697
C 9.7768 19.9708 6.5894
O 9.6833 19.5089 7.9352
H 8.8899 21.4442 5.3883
H 8.3289 21.4878 7.1256
H 7.7957 20.2375 5.9020
H 10.7675 20.3963 6.4294
H 9.9029 19.0422 6.0327
H 9.6430 18.5499 7.9162
C 17.9324 14.9643 8.9027
C 18.9692 13.9505 8.6106
O 20.1736 14.7574 8.4220
H 18.0901 15.4758 9.8522
H 16.9835 14.4287 8.9318
H 17.7999 15.7864 8.1993
H 18.7429 13.4322 7.6789
H 19.1801 13.2580 9.4256
H 20.1465 15.2420 7.5937
C 13.4804 8.6770 7.6347
C 14.8199 7.9024 7.6736
O 15.3562 7.9664 6.3352
H 13.1492 8.6759 8.6732
H 12.7506 8.2469 6.9488
H 13.7400 9.7114 7.4095
H 14.5740 6.8471 7.7921
H 15.5134 8.3098 8.4092
H 16.2508 8.2899 6.4640
C 16.5758 11.3999 10.1530
C 16.8732 9.9116 10.5569
O 18.0712 9.5730 9.8893
H 15.8084 11.9796 10.6660
H 16.3070 11.4384 9.0973
H 17.4701 12.0159 10.2470
H 16.0367 9.2589 10.3072
H 16.9434 9.8853 11.6443
H 18.6639 9.0927 10.4721
C 4.9754 16.2091 2.3185
C 6.3140 15.3993 2.3878
O 7.2868 16.1790 3.2883
H 4.2658 15.8004 1.5992
H 5.1234 17.2863 2.2434
H 4.6087 16.1105 3.3402
H 6.8723 15.2308 1.4669
H 6.1185 14.3457 2.5873
H 8.0451 15.6284 3.4961
C 13.7925 13.2250 13.8300
C 13.3516 12.9422 15.1889
O 12.5805 11.7762 15.2700
H 14.4423 14.1001 13.8327
H 12.9145 13.5407 13.2666
H 14.2158 12.3259 13.3821
H 12.7440 13.7693 15.5560
H 14.1085 12.9099 15.9726
H 12.9842 11.0276 15.7152
C 5.6624 12.4308 13.2235
C 6.6163 12.6434 12.0187
O 6.3064 11.5079 11.1882
H 6.0490 11.5312 13.7023
H 4.6423 12.3571 12.8466
H 5.6334 13.2864 13.8982
H 7.5995 12.6690 12.4887
H 6.4015 13.5767 11.4981
H 5.9860 11.8595 10.3544
C 9.8905 9.2487 6.6581
C 9.2871 8.5821 7.9384
O 10.2837 7.9488 8.6307
H 9.2180 9.8323 6.0293
H 10.2393 8.4029 6.0656
H 10.7976 9.8007 6.9041
H 8.5175 7.8509 7.6912
H 8.8800 9.3685 8.5739
H 10.3640 8.3140 9.5149
*
```

Stability, descending: model 2, model 1, model 3